Density functional theory data (the ωB97M-V functional and the def2-TZVPD basis) for the ion C3HN2O4 with charge -1 in a non-equilibrium geometry.

Structure (XYZ):
```
10
Properties=species:S:1:pos:R:3
C -0.969 -0.778 -0.833
C -0.111 -0.063 0.953
C 1.359 1.334 -0.384
N -1.034 -1.222 0.390
N 0.012 0.548 -0.177
O 1.578 1.859 0.676
O -1.364 -0.833 -1.955
O 0.297 -0.066 2.054
O 1.952 1.147 -1.447
H -1.719 -1.926 0.723
```

Properties
Net charge = -1
Gap between HOMO and LUMO = 0.31270 Eh
SMILES string = O=C([O-])N1C(=O)NC1=O
ΔE to the lowest compared entry with this formula, charge and spin = 32.70 kcal/mol
E = -14298.4795 eV
F_max = 4.42 eV Å⁻¹
E_HOMO = -4.94 eV



Density functional theory data (the ωB97M-V functional and the def2-TZVPD basis) for an isolated molecule of C6H8OS in a non-equilibrium geometry.

Structure (XYZ):
```
16
Properties=species:S:1:pos:R:3
C -2.488 -0.090 0.268
C -1.418 0.197 -0.845
C -1.055 -1.399 -0.877
C 0.152 -1.518 -0.041
C 0.890 -0.407 0.038
C 2.189 -0.002 0.782
H -3.215 -0.767 -0.097
H -3.094 0.714 0.998
H -2.045 -0.601 1.123
H -1.674 0.474 -1.801
H -0.789 -1.522 -2.005
H -2.106 -1.951 -0.579
H 0.809 -2.421 0.242
H 2.887 -0.965 0.934
O 2.299 1.145 1.388
S 0.075 1.074 -0.367
```

Properties
Gap between HOMO and LUMO = 0.29205 Eh
SMILES string = C[C@@H]1CC=C(C=O)S1
ΔE to the lowest compared entry with this formula, charge and spin = 86.99 kcal/mol
E = -19230.4917 eV
F_max = 6.92 eV Å⁻¹
E_HOMO = -8.33 eV



Density functional theory data (the ωB97M-V functional and the def2-TZVPD basis) for a cluster of 5 separate species, C10H30O5S5 in total in a non-equilibrium geometry.

Structure (XYZ):
```
50
Properties=species:S:1:pos:R:3
C 0.278 -1.206 1.629
S 0.985 0.179 0.598
O 1.347 -0.456 -0.743
C -0.553 1.050 0.129
H -0.560 -1.700 1.137
H -0.091 -0.832 2.584
H 1.013 -1.955 1.926
H -1.125 0.218 -0.282
H -0.269 1.780 -0.629
H -1.055 1.540 0.964
C -0.844 -0.459 -3.436
S -0.984 -1.681 -4.784
O -0.729 -0.913 -6.031
C 0.431 -2.771 -4.443
H -1.635 -0.744 -2.742
H -1.044 0.489 -3.934
H 0.102 -0.526 -2.898
H 0.285 -3.242 -3.471
H 1.385 -2.244 -4.452
H 0.703 -3.519 -5.188
C -3.761 -0.354 2.290
S -4.491 0.937 3.347
O -5.946 0.967 2.907
C -4.489 -0.027 4.891
H -4.510 -1.007 1.844
H -3.074 -1.042 2.783
H -3.212 0.119 1.476
H -4.735 0.610 5.740
H -3.554 -0.579 4.993
H -5.317 -0.735 4.915
C 0.176 3.120 3.724
S -0.890 2.023 4.816
O -1.265 0.796 3.958
C 0.370 1.625 6.015
H 0.291 3.994 4.365
H -0.416 3.424 2.861
H 1.198 2.783 3.556
H 1.172 1.218 5.400
H 0.043 0.841 6.698
H 0.756 2.600 6.313
C 3.698 -0.115 -3.793
S 4.775 -1.494 -4.435
O 3.756 -2.514 -4.988
C 5.247 -0.366 -5.868
H 4.353 0.755 -3.841
H 3.261 -0.110 -2.795
H 2.834 -0.071 -4.456
H 4.376 -0.030 -6.430
H 5.951 -0.966 -6.446
H 5.762 0.590 -5.775
```

Properties
Net charge = -1
Gap between HOMO and LUMO (spin up / spin down) = 0.06789 / 0.31953 Eh
E = -75264.0445 eV
Spin multiplicity = 2
F_max = 3.06 eV Å⁻¹
E_HOMO (spin up / spin down) = 0.27 / -6.59 eV
⟨S²⟩ = 0.75



Density functional theory data (the ωB97M-V functional and the def2-TZVPD basis) for a cluster of 6 separate species, C32H53BF2N2O23S5 in total.

Structure (XYZ):
```
118
Properties=species:S:1:pos:R:3
C 5.270 -1.874 0.457
C 4.414 -0.874 1.218
O 4.663 0.472 0.721
C 3.631 1.078 0.127
C 3.619 1.323 -1.187
N 4.707 0.914 -2.015
C 5.845 1.753 -1.920
O 5.871 2.862 -1.520
F 6.928 1.073 -2.308
C 4.423 0.518 -3.339
O 4.902 0.969 -4.319
F 3.578 -0.527 -3.322
C 2.489 2.050 -1.777
O 2.194 1.956 -2.943
C 1.696 2.890 -0.829
O 0.999 3.899 -1.432
C -0.229 3.640 -2.027
O -0.490 4.146 -3.069
C -1.229 2.899 -1.214
C -1.127 1.571 -0.829
C -2.122 0.985 -0.061
C -3.223 1.733 0.326
C -3.338 3.051 -0.086
C -2.350 3.633 -0.850
C 1.669 2.684 0.491
B 0.787 3.560 1.476
N 0.577 4.938 1.225
O 0.207 2.952 2.566
C 2.484 1.540 0.993
O 2.258 0.975 2.030
H 4.737 -2.822 0.403
H 5.393 -1.525 -0.565
H 6.230 -2.036 0.934
H 4.636 -0.870 2.281
H 3.361 -1.125 1.114
H -0.269 0.980 -1.121
H -2.009 -0.047 0.238
H -3.992 1.289 0.941
H -4.191 3.654 0.193
H -2.449 4.658 -1.174
H 1.206 5.406 0.591
H 0.394 5.492 2.048
H -0.707 3.228 2.680
O 7.009 -4.294 -0.891
S 7.364 -5.535 -1.513
O 7.985 -6.560 -0.735
O 8.250 -5.223 -2.791
C 9.403 -4.365 -2.613
C 10.568 -5.079 -1.960
C 5.976 -6.203 -2.359
H 9.104 -3.480 -2.050
H 9.660 -4.046 -3.620
H 10.346 -5.342 -0.927
H 11.444 -4.430 -1.970
H 10.802 -5.998 -2.496
H 5.529 -5.424 -2.971
H 5.278 -6.542 -1.597
H 6.309 -7.039 -2.967
O -5.037 5.628 1.678
S -5.962 6.065 2.678
O -7.178 5.339 2.878
O -6.284 7.594 2.417
C -6.682 7.972 1.073
C -8.114 7.595 0.761
C -5.145 6.264 4.221
H -5.982 7.539 0.357
H -6.550 9.051 1.048
H -8.241 6.514 0.714
H -8.397 8.017 -0.204
H -8.788 7.977 1.527
H -4.238 6.841 4.066
H -4.909 5.265 4.582
H -5.819 6.765 4.910
O -3.094 -2.348 1.466
S -4.039 -3.360 1.098
O -4.921 -3.891 2.089
O -3.264 -4.538 0.378
C -2.114 -5.102 1.060
C -2.488 -6.032 2.192
C -4.977 -2.827 -0.290
H -1.472 -4.290 1.402
H -1.576 -5.640 0.283
H -2.964 -5.493 3.010
H -1.597 -6.522 2.583
H -3.187 -6.796 1.852
H -4.299 -2.450 -1.050
H -5.638 -2.037 0.061
H -5.557 -3.668 -0.661
O -5.043 8.330 -1.915
S -5.351 7.519 -3.056
O -5.446 6.101 -2.901
O -4.344 7.869 -4.226
C -2.921 7.820 -3.934
C -2.384 6.407 -3.875
C -6.810 8.115 -3.836
H -2.733 8.364 -3.007
H -2.458 8.379 -4.743
H -2.794 5.862 -3.028
H -1.301 6.421 -3.779
H -2.648 5.856 -4.777
H -6.721 9.188 -3.975
H -7.640 7.880 -3.174
H -6.928 7.603 -4.787
O -0.422 -8.360 3.853
S 0.996 -8.513 3.715
O 1.636 -8.155 2.488
O 1.387 -9.997 4.111
C 0.689 -11.075 3.442
C 1.183 -11.306 2.030
C 1.805 -7.704 5.050
H -0.383 -10.874 3.468
H 0.878 -11.946 4.065
H 0.939 -10.468 1.379
H 0.719 -12.205 1.624
H 2.266 -11.431 2.019
H 1.331 -8.003 5.980
H 1.689 -6.635 4.885
H 2.856 -7.977 5.036
```

Properties
Gap between HOMO and LUMO = 0.29493 Eh
SMILES string = CCOC1=C(N(C(=O)F)C(=O)F)C(=O)C(OC(=O)c2ccccc2)=C(B(N)O)C1=O.CCOS(C)(=O)=O.CCOS(C)(=O)=O.CCOS(C)(=O)=O.CCOS(C)(=O)=O.CCOS(C)(=O)=O
E = -144403.6927 eV
F_max = 0.73 eV Å⁻¹
E_HOMO = -9.49 eV



Density functional theory data (the ωB97M-V functional and the def2-TZVPD basis) for a structure of composition C3H3LiO3Rb in a non-equilibrium geometry.

Structure (XYZ):
```
11
Properties=species:S:1:pos:R:3
H 0.006 2.130 -0.835
C 1.569 -0.240 -0.619
C 0.326 0.298 -0.267
O 0.086 0.399 1.128
C -1.094 0.090 1.685
O -1.995 -0.346 0.926
O 1.896 -0.427 -1.899
H 2.392 0.149 0.020
H -0.539 0.123 -0.913
Rb -4.339 -1.016 4.234
Li 1.693 -1.159 -3.459
```

Properties
Net charge = -1
Gap between HOMO and LUMO (spin up / spin down) = 0.05499 / 0.11032 Eh
E = -10156.6495 eV
F_max = 3.37 eV Å⁻¹
E_HOMO (spin up / spin down) = -0.75 / -2.19 eV



Density functional theory data (the ωB97M-V functional and the def2-TZVPD basis) for a structure of composition C24H43Cl2EuN4O4SeSi in a non-equilibrium geometry.

Structure (XYZ):
```
80
Properties=species:S:1:pos:R:3
C -1.593 -0.401 -4.394
C -1.123 -1.652 -3.715
H -0.953 -0.187 -5.255
H -1.578 0.473 -3.728
H -2.619 -0.503 -4.779
C -0.647 -2.730 -4.359
C -0.377 -2.796 -5.823
H -0.503 -3.676 -3.826
H -0.388 -1.816 -6.323
H -1.133 -3.430 -6.306
H 0.600 -3.264 -6.015
Eu 0.134 0.844 -0.036
Cl -2.340 2.065 0.102
C 0.040 -2.172 1.527
O 0.997 -1.530 1.038
N 0.118 -3.204 2.389
C 1.412 -3.602 2.908
C -0.992 -4.118 2.671
H -0.992 -1.827 1.307
H 2.097 -2.777 2.705
H 1.764 -4.527 2.420
H 1.319 -3.776 3.989
H -1.927 -3.696 2.289
H -1.090 -4.275 3.757
H -0.845 -5.107 2.200
H 0.564 2.715 4.849
H -1.574 4.028 3.999
C 1.107 3.377 4.170
C -0.889 4.548 3.316
N 0.250 3.697 3.047
H 2.021 2.906 3.832
C 0.397 3.227 1.815
O 1.299 2.434 1.444
H -1.405 4.720 2.364
H -0.359 3.597 1.080
H 1.311 4.304 4.709
H -0.561 5.491 3.769
H 1.102 -0.263 -4.018
H 2.002 -2.892 -3.750
C 2.129 -0.051 -3.687
C 2.915 -2.392 -3.378
N 2.583 -1.099 -2.779
H 2.155 0.901 -3.157
C 2.666 -0.862 -1.452
O 2.377 0.239 -0.928
H 3.399 -3.020 -2.617
H 3.021 -1.725 -0.857
H 2.778 -0.037 -4.570
H 3.590 -2.234 -4.236
O -0.308 -0.642 -1.772
C -1.193 -1.597 -2.195
C 0.220 -3.537 -1.323
C -1.039 -2.976 -1.497
H 1.094 -2.910 -1.518
C 0.319 -4.870 -0.929
H -2.231 -1.288 -1.954
C -2.198 -3.688 -1.159
H 1.306 -5.298 -0.832
C -0.822 -5.614 -0.629
C -2.087 -5.017 -0.722
H -3.160 -3.161 -1.268
H -0.714 -6.636 -0.256
H -2.988 -5.568 -0.431
Si -0.304 4.915 -2.493
Cl -0.318 2.744 -2.795
C 1.478 5.198 -1.957
C -1.690 5.348 -1.294
C -0.686 6.167 -3.842
H 1.927 4.283 -1.546
H 1.571 6.006 -1.216
H 2.068 5.493 -2.839
H 0.054 6.218 -4.651
H -0.698 7.171 -3.369
H -1.680 6.031 -4.288
H -1.774 4.704 -0.407
H -2.650 5.298 -1.841
H -1.550 6.400 -0.983
Se -1.932 1.532 4.758
C -1.362 0.911 3.209
N -0.905 0.451 2.218
```

Properties
Net charge = -1
Gap between HOMO and LUMO (spin up / spin down) = 0.18795 / 0.25312 Eh
ΔE to the lowest compared entry with this formula, charge and spin = 17.43 kcal/mol
E = -157341.2339 eV
Spin multiplicity = 8
F_max = 3.28 eV Å⁻¹
E_HOMO (spin up / spin down) = -2.60 / -4.37 eV
⟨S²⟩ = 15.76



Density functional theory data (the ωB97M-V functional and the def2-TZVPD basis) for a structure of composition C34H53BCl3F3GeN4O6PSV.

Structure (XYZ):
```
108
Properties=species:S:1:pos:R:3
V 1.643 1.762 0.958
C 5.120 3.426 -1.614
O 3.741 3.585 -1.360
C 2.887 2.956 -2.279
C 2.993 1.460 -2.305
O 2.783 0.840 -1.019
C 2.882 -0.568 -1.280
C 2.520 -1.417 -0.090
O 3.096 -0.971 1.116
C 4.512 -0.971 1.172
H 5.367 3.752 -2.630
H 5.646 4.051 -0.897
H 5.437 2.388 -1.480
H 3.100 3.313 -3.298
H 1.870 3.265 -2.021
H 3.976 1.137 -2.674
H 2.222 1.087 -2.984
H 3.903 -0.770 -1.633
H 2.181 -0.814 -2.085
H 2.829 -2.452 -0.295
H 1.442 -1.415 0.070
H 4.905 -1.965 0.934
H 4.784 -0.705 2.191
H 4.934 -0.230 0.489
F -3.608 4.577 1.686
C -3.255 3.280 1.818
F -4.194 2.709 2.608
F -3.369 2.713 0.609
C -1.885 3.146 2.431
C -1.747 3.568 3.748
C -0.530 3.478 4.401
C 0.539 2.957 3.697
N 0.404 2.560 2.438
C -0.762 2.645 1.773
S -0.553 2.057 0.117
H -2.611 3.968 4.262
H -0.403 3.805 5.421
H 1.533 2.841 4.116
C -1.892 -4.342 5.572
C -0.370 -4.502 5.656
C -0.009 -4.852 7.099
C 0.063 -5.664 4.754
C 0.313 -3.221 5.183
C 1.247 -2.541 5.958
C 1.889 -1.377 5.517
C 1.561 -0.922 4.265
O 2.022 0.181 3.601
B 1.388 0.143 2.330
O 0.478 -0.926 2.290
C 0.634 -1.590 3.482
C -0.001 -2.729 3.905
H -2.384 -5.237 5.956
H -2.230 -4.197 4.547
H -2.231 -3.489 6.159
H -0.550 -5.750 7.400
H -0.279 -4.054 7.790
H 1.055 -5.056 7.216
H -0.422 -6.589 5.066
H 1.142 -5.811 4.799
H -0.205 -5.479 3.715
H 1.493 -2.909 6.942
H 2.609 -0.860 6.135
H -0.718 -3.222 3.265
Cl 3.935 6.254 0.432
Ge 2.161 4.904 0.425
Cl 3.448 2.955 1.805
Cl 1.085 5.917 2.134
O 0.151 0.319 -2.349
P -1.027 0.158 -3.241
N -1.952 -1.083 -2.663
C -3.210 -1.503 -3.288
C -4.096 -1.885 -2.107
C -3.087 -2.444 -1.112
C -1.895 -1.503 -1.253
N -0.541 -0.160 -4.787
C 0.441 -1.244 -4.956
C 0.240 -1.726 -6.394
C -1.219 -1.398 -6.675
C -1.383 -0.051 -5.984
N -2.014 1.473 -3.446
C -3.066 1.778 -2.448
C -3.231 3.302 -2.494
C -2.535 3.728 -3.781
C -1.395 2.732 -3.883
H -3.047 -2.370 -3.942
H -3.634 -0.704 -3.898
H -4.878 -2.593 -2.379
H -4.573 -0.995 -1.694
H -2.803 -3.459 -1.399
H -3.461 -2.479 -0.089
H -0.944 -1.992 -1.038
H -1.973 -0.641 -0.583
H 0.234 -2.048 -4.239
H 1.455 -0.884 -4.772
H 0.484 -2.781 -6.512
H 0.883 -1.161 -7.072
H -1.874 -2.136 -6.207
H -1.455 -1.359 -7.738
H -2.409 0.191 -5.712
H -1.014 0.758 -6.625
H -2.770 1.455 -1.449
H -3.989 1.260 -2.717
H -2.743 3.752 -1.630
H -4.280 3.594 -2.472
H -2.186 4.759 -3.751
H -3.202 3.616 -4.639
H -0.577 3.007 -3.203
H -0.988 2.628 -4.889
```

Properties
Gap between HOMO and LUMO (spin up / spin down) = 0.29927 / 0.29771 Eh
ΔE to the lowest compared entry with this formula, charge and spin = 21.14 kcal/mol
E = -203095.9120 eV
Spin multiplicity = 3
F_max = 0.71 eV Å⁻¹
E_HOMO (spin up / spin down) = -8.17 / -8.20 eV
⟨S²⟩ = 2.04



Density functional theory data (the ωB97M-V functional and the def2-TZVPD basis) for a cluster of 2 separate species, C21H45N2O2PS in total in a non-equilibrium geometry.

Structure (XYZ):
```
72
Properties=species:S:1:pos:R:3
C 2.182 0.689 3.258
C 2.646 1.599 1.976
C 1.414 1.887 0.884
O 0.293 2.603 1.512
C -0.987 2.342 0.787
C -2.004 1.643 1.918
P -1.714 2.668 3.536
S -1.983 4.571 3.044
C -3.526 1.911 1.383
C -4.543 0.737 1.984
C -5.975 0.972 1.148
C -4.934 0.951 3.565
N -4.079 -0.643 1.609
O -5.018 -1.591 1.766
C -2.732 -1.025 2.144
C -2.766 -1.646 3.698
C -2.231 -2.323 1.212
C -1.545 0.083 2.023
H 1.105 0.935 3.644
H 2.920 0.932 4.162
H 2.251 -0.471 3.096
H 2.977 2.662 2.400
H 3.595 1.121 1.478
H 1.932 2.531 0.022
H 1.136 0.860 0.393
H -0.822 1.652 -0.156
H -1.364 3.385 0.416
H -2.678 2.399 4.572
H -0.386 2.471 4.060
H -3.554 1.774 0.208
H -3.959 2.985 1.648
H -5.820 0.750 0.004
H -6.852 0.293 1.576
H -6.364 2.082 1.233
H -4.069 0.740 4.324
H -5.329 2.061 3.716
H -5.860 0.235 3.791
H -2.080 -2.610 3.712
H -2.253 -0.885 4.455
H -3.852 -1.841 4.087
H -1.067 -2.351 1.073
H -2.735 -2.182 0.141
H -2.681 -3.333 1.636
H -0.836 -0.180 1.108
H -0.862 -0.013 2.997
C 4.801 -0.918 -6.018
C 3.850 -1.988 -5.516
C 2.635 -1.528 -4.702
N 2.893 -0.762 -3.387
C 3.304 0.681 -3.651
C 1.575 -0.727 -2.574
C 1.600 -2.005 -1.768
C 3.051 -2.155 -1.368
C 3.881 -1.468 -2.445
H 5.469 -0.576 -5.223
H 5.440 -1.329 -6.807
H 4.259 -0.065 -6.437
H 4.418 -2.756 -4.980
H 3.452 -2.504 -6.400
H 2.056 -2.421 -4.439
H 1.987 -0.889 -5.315
H 2.579 1.130 -4.336
H 4.309 0.702 -4.071
H 3.315 1.225 -2.702
H 1.606 0.145 -1.911
H 0.725 -0.642 -3.259
H 1.276 -2.858 -2.373
H 0.938 -1.951 -0.898
H 3.327 -3.209 -1.258
H 3.233 -1.674 -0.400
H 4.494 -2.175 -3.004
H 4.536 -0.711 -2.002
```

Properties
Net charge = +1
Gap between HOMO and LUMO (spin up / spin down) = 0.27242 / 0.27236 Eh
ΔE to the lowest compared entry with this formula, charge and spin = 150.26 kcal/mol
E = -49691.6960 eV
Spin multiplicity = 2
F_max = 3.50 eV Å⁻¹
E_HOMO (spin up / spin down) = -9.97 / -9.97 eV
⟨S²⟩ = 0.75